Run one
The following is a quantum chemistry calculation of an isolated molecule of C3H2F2O, from the Open Molecules 2025 dataset.

```
8
C3H2F2O ωB97M-V/def2-TZVPD
O -1.0419 0.7538 -1.2206
C 0.2191 0.4915 -0.8713
C 0.4651 -0.1030 0.2795
C 0.1841 -0.7074 1.4044
F -0.0695 -2.0257 1.5382
F 0.3094 -0.2046 2.6365
H -0.9721 0.9650 -2.1092
H 0.9058 0.8304 -1.6575
```

Calculated values
lowest unoccupied orbital energy	0.5	eV
orbital gap	10.271	eV
SMILES	OC=C=C(F)F
highest occupied orbital energy	-0.35860	hartree

Run two
The following is a quantum chemistry calculation of a cluster of 2 separate species, C3H2F2O in total, from the Open Molecules 2025 dataset.

```
8
C3H2F2O ωB97M-V/def2-TZVPD
C -0.1888 -0.1934 0.5642
C 0.5512 0.0574 -0.4676
C -2.7387 0.0553 0.0081
O -3.2569 1.0974 -0.1118
F 1.8968 -0.1619 -0.4682
F -3.2582 -1.1464 -0.0759
H -0.0979 -0.6094 1.5376
H 0.2371 0.4711 -1.4146
```

Calculated values
lowest unoccupied orbital energy (alpha / beta)	-0.9 / -1.1	eV
orbital gap (alpha / beta)	9.145 / 9.009	eV
highest occupied orbital energy (alpha / beta)	-0.36947 / -0.37245	hartree

Pick the most stable structure from those above. Pick: run one